# 1
Computed, not measured: C7H6O in the gas phase in a non-equilibrium geometry, with ωB97M-V with the def2-TZVPD basis set.

Properties
orbital gap	9.86	eV
total energy	-345.33910	Ha
ΔE to the lowest compared entry with this formula, charge and spin	5.0645	eV
E_LUMO	0.819	eV

Atoms and positions in Å:
C (-1.778, 1.527, 0.503)
C (-0.536, 1.053, 0.636)
C (0.510, 0.356, 0.749)
C (1.951, -0.050, 0.701)
C (0.835, -0.902, -0.017)
C (0.192, -0.801, -1.386)
C (-0.455, -1.479, -0.155)
O (-1.370, -1.981, 0.406)
H (-2.616, 1.382, 1.211)
H (-2.099, 1.878, -0.454)
H (2.545, 0.621, 0.195)
H (2.416, -0.434, 1.548)
H (-0.157, 0.161, -1.619)
H (0.562, -1.330, -2.318)



# 2
Computed, not measured: C7H6O2 in the gas phase in a non-equilibrium geometry, with ωB97M-V with the def2-TZVPD basis set.

Properties
orbital gap	9.60	eV
total energy	-420.76782	Ha
ΔE to the lowest compared entry with this formula, charge and spin	0.5689	eV
E_LUMO	0.171	eV

Atoms and positions in Å:
O (2.242, 2.551, -0.711)
C (1.986, 1.392, -0.790)
C (0.902, 0.665, -0.131)
C (0.729, -0.516, -0.897)
C (-0.433, -1.209, -0.661)
C (-1.272, -0.794, 0.394)
O (-2.297, -1.603, 0.785)
C (-1.128, 0.384, 1.101)
C (-0.102, 1.258, 0.655)
H (2.565, 0.694, -1.517)
H (1.381, -1.126, -1.527)
H (-0.653, -2.174, -1.069)
H (-2.012, -2.246, 1.421)
H (-1.892, 0.428, 1.871)
H (-0.016, 2.296, 1.076)



# 3
Computed, not measured: C7H6O2 as an isolated structure in a non-equilibrium geometry, with ωB97M-V with the def2-TZVPD basis set.

Properties
orbital gap (spin up / spin down)	7.80 / 6.36	eV
expectation value of S²	2.034
multiplicity	3
total energy	-420.55252	Ha
E_LUMO (spin up / spin down)	-0.853 / -2.844	eV

Atoms and positions in Å:
C (-2.514, -1.013, -0.234)
C (-1.423, -0.084, -1.672)
C (-2.190, -1.289, -1.611)
C (-1.935, -0.767, 0.995)
C (-0.325, 0.659, -1.123)
C (-0.388, -1.004, 0.843)
C (0.220, 0.264, 0.280)
O (-2.525, -2.111, -2.417)
O (-2.397, -0.457, 2.068)
H (0.468, 0.544, -1.879)
H (-0.580, 1.726, -1.126)
H (-0.024, -1.184, 1.854)
H (-0.178, -1.869, 0.212)
H (1.301, 0.129, 0.195)
H (0.041, 1.087, 0.977)



# 4
Computed, not measured: C7H6O2S in the gas phase in a non-equilibrium geometry, with ωB97M-V with the def2-TZVPD basis set.

Properties
orbital gap	8.22	eV
total energy	-818.79869	Ha
ΔE to the lowest compared entry with this formula, charge and spin	4.9129	eV
E_LUMO	0.393	eV

Atoms and positions in Å:
O (1.710, 1.887, 2.470)
C (1.507, 1.565, 1.375)
C (1.167, 1.160, 0.162)
C (0.187, 0.124, -0.089)
C (-0.483, -0.477, 0.897)
O (-0.111, -0.127, 2.173)
S (-0.901, -0.849, 3.460)
C (-0.042, -0.125, -1.472)
C (0.236, -0.069, -2.768)
C (-0.821, -1.013, -2.357)
H (1.470, 1.582, -0.772)
H (-1.267, -1.081, 0.827)
H (-0.616, 0.092, 4.485)
H (0.592, 0.361, -3.695)
H (-1.906, -0.905, -2.537)
H (-0.721, -2.126, -2.158)